Here is 6 unconnected molecules or ions with the total composition C26H56B3NO13S5 from the OMol25 dataset. Energies are from ωB97M-V/def2-TZVPD.

## Properties
* maximum force: 0.53 eV/Å
* DFT total energy: -112189.5396 eV
* charge: 0
* HOMO level: -9.3 eV

Geometry (Å):
C 4.24 -0.31 3.02
H 0.94 3.45 4.90
S 3.86 1.06 -8.98
S -6.55 -3.92 1.33
C 4.07 -0.53 1.50
C -3.00 -0.10 2.37
O 2.79 1.24 -9.92
H 2.23 0.50 -4.92
H -3.38 -3.14 -0.19
H 0.14 2.53 0.28
H -6.87 1.40 3.57
O -0.32 -0.67 4.67
O 4.89 -1.10 -1.54
H -6.04 2.72 5.47
H 1.97 -3.82 2.24
C 5.26 0.79 -3.39
C -5.15 3.56 3.67
H 3.56 -2.60 1.18
H -3.54 -0.09 0.39
H 1.83 -1.37 2.85
O 1.83 -0.95 5.90
S 0.75 -0.11 5.47
C 0.37 2.26 6.64
H -1.05 0.59 6.82
C -7.43 3.09 2.35
H 2.51 1.09 -3.28
C -4.01 -3.52 0.61
H -5.04 -5.35 2.46
H -3.46 -3.38 1.54
O -0.74 -1.00 1.50
C 5.75 -0.19 -10.31
H -5.31 -1.89 1.32
O -6.97 -3.52 2.64
H 4.93 2.67 -10.33
H 3.51 -0.91 3.55
H 2.89 -1.49 0.01
H 1.30 1.17 3.55
H -8.27 2.28 4.18
H 5.07 1.39 -2.50
O -6.14 5.39 2.05
H -4.71 -5.19 -0.59
H 3.80 0.41 1.01
H -8.22 3.84 2.33
H 2.42 1.45 4.91
H 3.19 -1.65 -4.41
H 0.36 -3.22 2.61
S -5.88 3.97 2.09
H 5.49 2.75 -8.64
C 1.71 -1.70 1.81
S 4.90 -0.92 -2.97
N -3.91 0.29 1.26
H -7.55 2.40 1.52
O -0.92 1.33 1.85
C 4.66 -0.52 -9.30
B 0.60 -0.76 1.26
C 2.93 0.50 -4.09
C -5.34 -2.76 0.67
H 5.02 -0.82 1.06
H -6.00 -6.22 1.23
H -3.20 0.56 3.22
H -4.53 2.68 3.51
H 7.05 1.55 -10.58
C 3.07 -1.63 1.08
H -5.69 -2.47 -0.32
H -0.39 2.90 7.08
H 5.07 -0.87 -8.35
H 3.89 -1.21 -9.65
H -0.48 2.43 4.65
C 0.50 2.48 5.13
O 0.86 0.44 0.59
C 6.40 1.12 -9.82
C -4.33 -5.01 0.42
C 1.19 -3.14 1.90
C 0.03 0.78 6.86
H -4.54 4.41 3.99
C 5.26 2.09 -9.47
O -7.53 -4.20 0.31
C -7.30 2.40 3.71
H -3.88 1.30 1.15
H 0.83 -3.51 0.94
C -6.35 3.25 4.56
C 4.28 1.10 -4.52
H 5.23 -0.59 3.38
B 0.04 1.50 0.87
H 6.31 0.85 -3.66
H -3.46 -5.63 0.57
H 2.56 -1.25 -2.80
H 0.45 0.36 7.77
H -6.84 4.18 4.86
O 3.60 1.21 -7.57
O -5.14 3.36 1.02
C 1.37 1.34 4.62
H -3.23 -1.11 2.69
O 5.71 -1.78 -3.79
B -1.50 0.06 1.94
H 7.00 0.91 -8.94
H 4.21 2.17 -4.70
C -5.43 -5.32 1.44
H 1.32 2.49 7.13
C 3.21 -0.92 -3.60
H 5.30 -0.04 -11.30
H 6.47 -1.00 -10.39
H 4.61 0.63 -5.44
H 4.08 0.73 3.29